Record 1
Below is a 2-piece molecular cluster, C3O4S overall, with properties calculated with ωB97M-V with the def2-TZVPD basis set.

Orbital gap ... 9.2 eV
Calculated total energy ... -22133.9049 eV
Energy relative to the best compared isomer or geometry (same formula, charge and spin) ... 179.9 kJ/mol

Geometry as ORCA input:
```
! RIJCOSX wB97M-V def2-TZVPD def2/J DEFGRID3
* xyz 0 1
C 0.72 -1.16 -1.34
C 1.72 -0.48 -0.84
C -0.10 -1.55 -0.42
O -0.93 -1.98 0.23
O -0.29 1.71 1.55
O -2.08 2.06 0.00
O 2.60 0.04 -0.37
S -1.63 1.37 1.19
*
```

Here are the Mulliken charges for atoms 1 to 5, given in e: number 1, C, carries -1.073; number 2, C, carries 0.830; number 3, C, carries 0.832; number 4, O, carries -0.326; number 5, O, carries -0.354

=====

Record 2
Below is C34H79F3Li2N4O6 as an isolated structure, with properties calculated with ωB97M-V with the def2-TZVPD basis set.

Orbital gap ... 8.6 eV
Calculated total energy ... -63348.5492 eV
Energy relative to the best compared isomer or geometry (same formula, charge and spin) ... 0.0 kJ/mol

Geometry as ORCA input:
```
! RIJCOSX wB97M-V def2-TZVPD def2/J DEFGRID3
* xyz 0 1
Li 1.83 1.17 -1.58
Li 1.81 2.79 0.41
O 0.92 1.05 0.12
H -0.02 0.89 -0.10
O 2.64 2.99 -1.40
H 3.30 3.70 -1.27
C -0.43 -4.41 -0.27
C 0.86 -4.20 0.54
N 1.92 -5.09 0.04
C 3.17 -4.77 0.82
C 3.85 -3.53 0.23
C 1.61 -6.50 0.12
C 2.63 -7.26 -0.79
H -1.07 -5.12 0.24
H -0.32 -4.75 -1.30
H -1.06 -3.51 -0.29
H 1.24 -3.18 0.61
H 0.69 -4.30 1.61
H 3.00 -4.64 1.89
H 3.93 -5.55 0.87
H 3.19 -2.67 0.26
H 4.71 -3.19 0.81
H 4.27 -3.71 -0.77
H 0.62 -6.69 -0.29
H 1.60 -6.85 1.15
H 2.30 -7.09 -1.81
H 2.62 -8.34 -0.61
H 3.69 -7.00 -0.74
C -1.74 -0.69 -3.19
C -0.66 0.03 -2.41
N 0.63 0.28 -3.05
C 0.66 1.12 -4.28
C 0.16 2.50 -3.96
C 1.34 -0.98 -3.38
C 1.67 -1.87 -2.19
H -1.52 -1.72 -3.45
H -1.86 -0.07 -4.08
H -2.70 -0.71 -2.67
H -1.07 1.01 -2.14
H -0.58 -0.39 -1.41
H 1.66 1.23 -4.70
H 0.04 0.68 -5.06
H -0.87 2.44 -3.61
H 0.73 3.07 -3.23
H 0.18 3.04 -4.91
H 2.33 -0.80 -3.80
H 0.70 -1.50 -4.09
H 2.39 -2.61 -2.54
H 0.79 -2.39 -1.83
H 2.07 -1.21 -1.42
C -0.33 4.54 0.07
C 0.86 5.14 0.89
N 1.36 4.17 1.86
C 0.42 3.80 2.91
C 0.91 2.58 3.69
C 2.63 4.77 2.42
C 3.77 4.74 1.41
H -0.62 5.08 -0.83
H -1.28 4.54 0.61
H -0.15 3.53 -0.28
H 1.58 5.53 0.17
H 0.41 6.00 1.39
H 0.12 4.61 3.57
H -0.55 3.48 2.53
H 0.19 2.14 4.38
H 1.10 1.75 3.00
H 1.81 2.80 4.25
H 2.94 4.30 3.35
H 2.37 5.78 2.74
H 3.87 3.74 1.00
H 4.73 4.88 1.92
H 3.71 5.49 0.62
C -6.10 -1.01 1.19
C -6.10 0.40 0.56
N -5.79 0.29 -0.89
C -5.75 1.65 -1.47
C -4.86 1.62 -2.69
C -6.57 -0.65 -1.73
C -8.06 -0.52 -1.58
H -5.23 -1.61 0.92
H -7.00 -1.53 0.87
H -6.16 -0.93 2.27
H -7.08 0.86 0.70
H -5.33 0.96 1.10
H -6.75 2.08 -1.60
H -5.30 2.39 -0.81
H -5.21 1.00 -3.52
H -4.79 2.63 -3.11
H -3.81 1.43 -2.51
H -6.31 -1.68 -1.51
H -6.39 -0.51 -2.79
H -8.46 -0.81 -0.61
H -8.61 -1.18 -2.26
H -8.41 0.48 -1.83
C -2.29 -0.98 1.19
C -1.35 -0.37 2.20
O -1.77 -0.56 3.53
C -2.56 0.34 4.19
O -3.18 1.22 3.56
C -2.54 0.17 5.73
F -3.61 -0.61 6.07
F -1.44 -0.48 6.14
F -2.62 1.39 6.30
H -3.28 -0.52 1.21
H -2.40 -2.04 1.39
H -1.93 -0.88 0.16
H -1.24 0.68 1.93
H -0.36 -0.81 2.15
C 2.27 -0.81 4.70
C 3.14 -1.25 3.57
O 4.16 -1.92 3.74
C 2.81 -0.67 2.18
H 2.60 -1.18 5.67
H 1.32 -1.22 4.35
H 2.15 0.28 4.74
H 1.94 -1.11 1.69
H 3.51 -0.75 1.34
H 2.60 0.39 2.28
C 6.19 1.13 -1.74
C 4.97 0.89 -2.53
O 4.06 0.20 -2.08
C 4.94 1.55 -3.91
H 7.11 0.97 -2.30
H 6.20 0.36 -0.97
H 6.26 2.09 -1.23
H 5.16 2.62 -3.84
H 3.93 1.45 -4.30
H 5.57 1.00 -4.61
*
```

Here are the Mulliken charges for atoms 1 to 5, given in e: number 1, Li, carries 0.594; number 2, Li, carries 0.517; number 3, O, carries 0.232; number 4, H, carries -0.499; number 5, O, carries -0.838

=====

- What is the calculated total energy in the second record?
  -63348.5492 eV

=====

- Which of these has the highest energy relative to the best compared isomer or geometry (same formula, charge and spin)?
  C3O4S